# 1
16
Properties=species:S:1:pos:R:3 method="wB97M-V/def2-TZVPD" homo_ev=-9.0 spin_multiplicity=1 smiles="NCC(=O)O.O.O" lumo_energy_ev=0.37 orbital_gap_ev=9.371 de_lowest_ev=0.319 energy_ha=-437.33568
N 1.86 -1.91 -0.30
C 0.44 -2.09 -0.28
C -0.27 -0.80 0.03
O 0.26 0.14 0.56
O -1.57 -0.84 -0.28
H 2.12 -0.95 -0.09
H 2.37 -2.29 -1.07
H 0.14 -2.77 0.52
H 0.05 -2.51 -1.21
H -1.96 -0.01 0.05
O 2.19 2.63 -0.12
H 2.34 3.53 -0.42
H 1.24 2.51 -0.18
O -2.61 1.74 0.49
H -3.45 1.40 0.84
H -2.13 2.08 1.26

=====

# 2
53
Properties=species:S:1:pos:R:3 method="wB97M-V/def2-TZVPD" charge=-1 homo_ev=-3.4 spin_multiplicity=1 lumo_energy_ev=2.49 orbital_gap_ev=5.898 energy_ha=-1290.08408
C 0.55 0.53 5.04
C -0.88 0.33 4.41
C -0.92 1.11 3.04
N -1.38 0.30 1.91
B -0.28 -0.05 0.88
N -1.01 -0.86 -0.24
C 0.35 1.33 0.13
N 1.86 1.31 0.01
C 2.51 2.20 0.98
C 0.88 -0.94 1.63
B 1.48 -2.11 0.76
O 1.64 -2.12 -0.65
O 1.97 -3.29 1.45
H 0.76 1.61 5.05
H 0.62 0.08 6.04
H 1.25 0.05 4.34
H -1.60 0.79 5.10
H -1.09 -0.74 4.29
H 0.07 1.57 2.89
H -1.66 1.92 3.19
H -2.20 0.70 1.48
H -1.84 -0.32 -0.48
H -0.47 -0.83 -1.10
H 0.00 2.27 0.63
H -0.03 1.40 -0.91
H 2.09 1.68 -0.90
H 1.82 2.63 1.72
H 3.03 3.05 0.48
H 3.30 1.66 1.54
H 0.39 -1.43 2.50
H 1.71 -0.35 2.06
H 1.01 -2.77 -0.96
H 1.24 -3.70 1.90
C -5.27 2.69 -1.45
C -4.60 1.40 -1.04
O -3.24 1.64 -1.40
C -3.05 2.98 -1.42
O -1.99 3.50 -1.52
O -4.23 3.65 -1.32
H -6.12 2.94 -0.81
H -5.61 2.67 -2.49
H -4.65 1.22 0.04
H -4.99 0.53 -1.57
C 3.62 -2.43 -4.67
C 2.46 -2.61 -3.72
O 1.63 -3.54 -4.43
C 2.41 -4.22 -5.29
O 2.07 -5.18 -5.91
O 3.65 -3.68 -5.36
H 4.56 -2.24 -4.16
H 3.45 -1.63 -5.39
H 2.77 -3.05 -2.77
H 1.93 -1.68 -3.52

=====

# 3
99
Properties=species:S:1:pos:R:3 method="wB97M-V/def2-TZVPD" homo_ev="-6.7 / -7.4" spin_multiplicity=3 lumo_energy_ev="0.51 / -0.60" orbital_gap_ev="7.165 / 6.795" de_lowest_ev=0.447 energy_ha=-2528.90827
Pt -1.61 -1.44 0.19
C 4.63 -1.56 5.13
O 3.34 -1.13 4.78
C 3.12 0.22 4.63
C 3.99 1.22 5.00
C 3.67 2.55 4.76
C 2.48 2.87 4.13
C 1.59 1.88 3.75
C 1.89 0.55 4.02
N 1.08 -0.53 3.67
C 0.07 -0.53 2.72
N -0.93 0.32 3.00
C -2.01 0.82 2.25
C -2.63 0.13 1.21
C -3.77 0.69 0.65
C -4.27 1.90 1.10
C -3.62 2.61 2.09
C -2.48 2.08 2.67
O -1.71 2.72 3.62
C -2.08 4.02 4.03
N 0.11 -1.36 1.72
C 1.38 -1.90 1.42
C 2.38 -0.99 1.05
C 3.69 -1.37 0.84
C 4.05 -2.69 1.04
C 3.08 -3.62 1.36
C 1.73 -3.26 1.52
O 0.92 -4.30 1.83
C -0.48 -4.19 1.66
H 4.61 -2.65 5.03
H 4.89 -1.30 6.16
H 5.39 -1.16 4.45
H 4.93 0.98 5.45
H 4.35 3.33 5.06
H 2.24 3.90 3.91
H 0.69 2.14 3.23
H 1.59 -1.41 3.73
H -0.81 0.81 3.88
H -4.28 0.18 -0.15
H -5.17 2.31 0.66
H -4.00 3.56 2.41
H -3.02 4.00 4.59
H -2.18 4.69 3.17
H -1.28 4.37 4.67
H 2.10 0.05 0.96
H 4.42 -0.63 0.54
H 5.08 -3.00 0.94
H 3.32 -4.65 1.51
H -0.85 -5.22 1.68
H -0.75 -3.73 0.70
H -0.94 -3.64 2.48
C -4.04 -3.18 0.85
O -3.00 -3.02 -0.03
H -4.16 -4.24 1.10
H -4.99 -2.82 0.42
H -3.88 -2.63 1.79
C -0.43 1.19 -5.05
C 0.67 1.70 -4.17
C 1.55 2.65 -4.66
C 2.59 3.15 -3.89
C 2.76 2.68 -2.60
C 1.89 1.73 -2.10
C 0.85 1.23 -2.87
Sb -0.47 -0.23 -1.93
C -0.15 -1.72 -3.47
C -1.12 -2.09 -4.40
C -0.88 -3.09 -5.32
C 0.35 -3.74 -5.32
C 1.31 -3.38 -4.40
C 1.08 -2.37 -3.47
C 2.15 -2.02 -2.47
C -2.34 0.78 -2.35
C -3.44 0.04 -2.79
C -4.64 0.67 -3.08
C -4.76 2.04 -2.92
C -3.70 2.75 -2.39
C -2.50 2.14 -2.08
C -1.41 2.95 -1.43
H -0.57 1.84 -5.91
H -1.37 1.13 -4.50
H -0.18 0.19 -5.41
H 1.42 3.02 -5.67
H 3.25 3.89 -4.29
H 3.57 3.05 -1.98
H 2.02 1.36 -1.09
H -2.08 -1.59 -4.40
H -1.64 -3.37 -6.03
H 0.55 -4.53 -6.03
H 2.26 -3.89 -4.39
H 3.00 -2.70 -2.56
H 1.76 -2.11 -1.46
H 2.51 -1.00 -2.62
H -3.36 -1.03 -2.86
H -5.48 0.08 -3.44
H -5.68 2.54 -3.18
H -3.81 3.81 -2.21
H -1.84 3.84 -0.97
H -0.67 3.26 -2.17
H -0.91 2.37 -0.66

=====

# 4
8
Properties=species:S:1:pos:R:3 method="wB97M-V/def2-TZVPD" homo_ev="-8.4 / -8.1" spin_multiplicity=1 smiles="C=CC#CBr" lumo_energy_ev="-1.17 / -1.13" orbital_gap_ev="7.233 / 6.945" de_lowest_ev=4.788 energy_ha=-2727.94642
C -0.28 -0.18 -0.19
C 0.36 0.93 0.23
C 0.36 1.79 1.26
C 0.61 2.82 2.57
Br 1.27 4.48 2.30
H -0.10 -0.55 -1.19
H -0.92 -0.76 0.44
H 1.08 1.40 -0.47